A structure of composition C15H19AlBF5NO3P in a non-equilibrium geometry. Source: OMol25; level of theory: ωB97M-V/def2-TZVPD.

Positions of all 46 atoms, in Å:
C: 3.059 -1.669 0.991
C: 3.114 -0.508 0.014
O: 3.117 0.797 0.672
B: 2.079 1.017 1.477
O: 2.201 1.312 2.795
N: 0.624 0.892 1.015
C: -0.162 0.102 1.765
C: -1.502 -0.088 1.494
P: -2.516 -1.197 2.521
O: -3.208 -2.221 1.718
C: -2.061 0.593 0.410
C: -3.481 0.471 0.008
C: -3.831 -0.608 -0.805
C: -5.134 -0.771 -1.251
C: -6.098 0.154 -0.867
C: -5.747 1.221 -0.049
C: -4.445 1.395 0.396
C: -1.234 1.435 -0.322
C: 0.113 1.574 -0.034
C: 0.943 2.506 -0.883
C: 1.916 1.854 -1.863
F: 1.558 3.442 -0.081
H: 2.013 -1.867 1.236
H: 3.415 -2.549 0.461
H: 3.656 -1.461 1.871
H: 3.994 -0.542 -0.616
H: 2.263 -0.593 -0.659
H: 2.998 1.824 2.971
H: 0.303 -0.395 2.601
H: -3.421 -0.384 3.231
H: -1.634 -1.694 3.502
H: -3.079 -1.320 -1.105
H: -5.354 -1.615 -1.883
H: -7.106 0.025 -1.225
H: -6.516 1.929 0.219
H: -4.176 2.233 1.020
H: -1.650 1.997 -1.141
H: 0.227 3.043 -1.498
H: 2.923 1.826 -1.472
H: 1.907 2.436 -2.777
H: 1.557 0.862 -2.112
F: 7.341 -2.764 -2.339
Al: 5.689 -3.104 -2.362
F: 4.826 -1.741 -2.921
F: 5.146 -3.415 -0.770
F: 5.372 -4.434 -3.350

Cartesian forces, eV/Å:
C -0.327 0.447 -0.540
C 0.252 -0.554 -0.586
O -0.467 -0.274 0.009
B 0.949 0.261 0.464
O -0.713 0.762 -0.271
N 0.041 -0.168 0.013
C -0.581 -0.170 0.002
C 0.271 0.107 0.476
P -0.723 -0.640 -0.380
O 0.151 -0.155 0.005
C -0.021 0.338 -0.140
C -0.248 -0.451 -0.123
C -0.060 0.077 -0.087
C 0.380 0.391 0.346
C 0.375 -0.249 -0.091
C -0.356 0.008 -0.131
C 0.098 -0.245 -0.198
C 0.360 -0.053 0.058
C -0.356 -0.106 0.021
C -0.060 -0.114 -0.741
C -0.343 0.284 0.059
F 0.300 -0.005 0.442
H -0.024 -0.009 0.441
H 0.330 -0.139 0.097
H 0.109 -0.211 0.147
H 0.244 0.053 0.040
H -0.127 0.230 -0.105
H 0.313 -0.423 0.234
H 0.226 0.030 0.093
H 0.369 0.271 0.070
H 0.153 0.328 -0.023
H 0.107 -0.107 0.059
H -0.213 -0.064 -0.085
H -0.198 0.140 0.076
H 0.006 0.136 0.135
H -0.027 0.123 0.087
H -0.050 0.071 -0.123
H -0.260 0.193 0.143
H 0.091 -0.182 0.120
H 0.129 0.087 -0.127
H 0.169 -0.240 -0.098
F -0.119 0.043 0.052
Al 0.096 -0.064 -0.076
F -0.066 -0.018 0.232
F -0.117 0.166 -0.087
F -0.066 0.096 0.089

Output
**E_LUMO**: -2.56 eV
**2S+1**: 1
**E_HOMO**: -10.312 eV
**Gap between HOMO and LUMO**: 7.7 eV
**E_tot**: -53655.8328 eV

***

A cluster of 10 separate species, C28H48Br12O12 in total in a non-equilibrium geometry. Source: OMol25; level of theory: ωB97M-V/def2-TZVPD.

Positions of all 100 atoms, in Å:
Br: -3.984 2.388 -0.038
C: -5.718 3.470 -0.248
C: -5.757 4.506 -1.380
Br: -5.578 3.603 -3.140
H: -6.063 3.922 0.682
H: -6.482 2.778 -0.602
H: -4.991 5.279 -1.324
H: -6.691 5.058 -1.278
Br: 3.622 -2.839 -2.798
C: 2.081 -2.176 -1.702
C: 0.832 -2.985 -1.786
Br: -0.019 -2.912 -3.535
H: 1.942 -1.152 -2.050
H: 2.399 -2.210 -0.660
H: 0.038 -2.728 -1.085
H: 1.184 -4.005 -1.632
Br: 0.971 -0.168 6.709
C: -0.635 -1.306 6.579
C: -0.394 -2.179 5.423
Br: -1.925 -3.407 5.124
H: -1.516 -0.692 6.389
H: -0.728 -1.824 7.533
H: 0.496 -2.776 5.623
H: -0.373 -1.501 4.570
Br: 5.322 4.851 -1.793
C: 4.705 2.951 -1.404
C: 5.757 1.849 -1.574
Br: 6.995 2.391 -3.140
H: 3.827 2.776 -2.026
H: 4.105 2.899 -0.496
H: 5.497 0.804 -1.742
H: 6.379 1.875 -0.679
Br: -3.330 -4.455 -0.684
C: -4.894 -3.158 -0.500
C: -5.058 -2.551 0.886
Br: -3.656 -1.247 1.284
H: -5.740 -3.654 -0.975
H: -4.588 -2.394 -1.214
H: -5.230 -3.305 1.654
H: -6.022 -2.047 0.953
Br: 3.695 -0.843 4.242
C: 5.259 -0.922 3.093
C: 5.065 -0.255 1.784
Br: 6.403 -0.905 0.363
H: 5.444 -1.995 3.036
H: 6.032 -0.400 3.656
H: 5.172 0.829 1.808
H: 4.018 -0.511 1.619
C: -1.032 5.315 -1.760
C: 0.111 5.231 -0.736
C: 1.449 5.070 -1.452
O: 2.329 6.164 -0.941
C: 1.557 6.990 -0.230
O: 1.973 8.083 0.178
O: 0.287 6.501 -0.130
H: -0.987 6.291 -2.244
H: -1.982 5.193 -1.240
H: -1.003 4.471 -2.450
H: -0.100 4.409 -0.053
H: 1.337 5.206 -2.528
H: 1.797 4.043 -1.336
C: -0.033 -5.680 0.111
C: 0.534 -5.001 1.389
C: 1.101 -6.095 2.288
O: 2.302 -5.524 2.689
C: 2.536 -4.329 2.014
O: 3.448 -3.581 2.284
O: 1.630 -4.147 1.071
H: -0.781 -6.304 0.599
H: 0.542 -6.400 -0.471
H: -0.482 -5.048 -0.655
H: -0.373 -4.594 1.837
H: 1.041 -7.130 1.952
H: 0.456 -6.049 3.165
C: -3.873 0.294 -3.304
C: -2.354 -0.119 -3.542
C: -1.922 0.085 -4.949
O: -0.778 0.851 -4.823
C: -0.404 0.962 -3.569
O: 0.617 1.456 -3.186
O: -1.407 0.532 -2.699
H: -4.156 1.279 -3.674
H: -4.134 0.158 -2.254
H: -4.314 -0.446 -3.973
H: -2.263 -1.124 -3.131
H: -2.759 0.587 -5.434
H: -1.642 -0.771 -5.564
C: -0.130 -1.086 1.604
C: 0.361 -0.075 0.564
C: -0.454 1.187 0.433
O: 0.345 2.191 1.113
C: 1.624 1.640 1.312
O: 2.634 2.248 1.599
O: 1.593 0.329 1.059
H: 0.683 -1.358 2.276
H: -0.471 -2.002 1.121
H: -0.960 -0.868 2.276
H: 0.566 -0.511 -0.414
H: -1.446 1.216 0.883
H: -0.474 1.532 -0.600

Cartesian forces, eV/Å:
Br -1.602 1.275 -0.169
C -0.104 -0.217 -1.287
C 1.081 -0.084 0.461
Br -0.317 0.734 0.787
H 0.646 -0.188 0.167
H 0.299 -0.584 0.626
H 0.245 -0.336 -0.131
H -0.280 -0.412 -0.471
Br -1.027 0.152 0.634
C 0.552 0.829 -0.201
C 0.492 -0.961 -0.581
Br 0.058 -0.048 -0.053
H 0.108 -0.013 0.152
H 0.291 0.137 -0.094
H 0.358 0.160 0.122
H -0.643 -0.120 -0.062
Br -0.491 -0.076 0.068
C -0.361 0.658 1.089
C -0.125 -0.433 -0.448
Br 0.463 0.303 0.070
H 0.232 0.227 0.309
H 0.018 0.068 -0.156
H -0.122 -0.046 -0.700
H 0.440 -0.709 -0.313
Br -0.698 -1.575 0.785
C -1.321 -0.127 -1.060
C 1.348 1.810 -0.101
Br -0.770 -1.049 1.075
H 0.503 0.256 -1.165
H 1.173 0.341 0.992
H -0.617 0.483 -0.269
H 0.369 -0.055 -0.377
Br -1.032 0.759 0.395
C 1.318 0.165 -0.710
C -0.871 -0.597 -0.329
Br -0.524 -0.701 0.034
H -0.095 -0.199 0.737
H -0.032 0.079 0.175
H 1.034 -0.057 0.169
H 0.156 0.567 -0.494
Br -0.316 0.348 -0.026
C 1.551 -0.274 1.177
C -0.621 -0.133 -0.648
Br -1.276 0.212 1.348
H 0.162 0.262 -0.257
H 0.100 -0.458 0.128
H 0.074 -0.232 -0.001
H 0.188 0.087 -1.583
C -0.095 -0.187 0.976
C 0.230 0.260 -1.680
C 0.455 0.208 -0.300
O -1.213 -2.026 -0.384
C 1.097 2.691 0.416
O -1.825 -3.313 -0.799
O -0.066 0.988 1.280
H -0.066 -0.222 -0.271
H -0.135 0.316 0.038
H 0.306 0.145 -0.245
H 0.279 0.432 0.558
H 0.107 0.323 0.015
H 0.839 0.359 0.444
C -0.444 -0.251 0.414
C -1.017 -2.440 -3.534
C -1.921 1.359 1.367
O 1.941 0.852 -0.298
C 2.370 0.126 1.783
O -1.472 -1.367 -0.653
O -1.142 0.361 0.378
H -0.665 -0.064 -0.514
H 0.920 0.174 0.486
H -0.264 0.275 0.543
H 0.648 1.222 0.265
H 1.000 0.179 -0.521
H -0.031 -0.491 0.296
C 2.094 -0.661 -0.643
C -2.573 -1.133 2.799
C -0.946 -0.649 -0.860
O 1.197 0.976 -0.853
C 0.063 0.984 2.268
O -0.348 -0.358 -0.104
O 1.365 1.077 -1.795
H 0.339 0.017 0.201
H -0.192 -0.021 -0.198
H -0.758 -0.078 0.313
H -0.369 -0.460 -0.806
H 0.467 0.501 -0.509
H -0.301 -0.385 0.380
C -0.463 -1.338 -0.097
C -1.246 -1.303 0.903
C 0.354 1.623 -0.390
O 1.801 -0.930 0.532
C 0.553 1.712 -0.155
O -2.112 -0.840 -0.287
O 1.691 1.227 0.100
H 0.263 -0.028 -0.262
H 0.082 -0.172 -0.102
H -0.105 0.900 -0.293
H -0.394 -0.177 0.089
H 0.103 -0.371 -0.039
H -0.416 -0.253 -0.065

Output
**E_LUMO**: -0.32 eV
**2S+1**: 1
**E_HOMO**: -8.942 eV
**Gap between HOMO and LUMO**: 8.6 eV
**Structure (SMILES)**: C[C@H]1COC(=O)O1.C[C@H]1COC(=O)O1.C[C@H]1COC(=O)O1.C[C@H]1COC(=O)O1.BrCCBr.BrCCBr.BrCCBr.BrCCBr.BrCCBr.BrCCBr
**E_tot**: -894892.6771 eV

***

A cluster of 2 separate species, C7H14O in total in a non-equilibrium geometry. Source: OMol25; level of theory: ωB97M-V/def2-TZVPD.

Positions of all 22 atoms, in Å:
C: 0.785 1.167 1.444
C: 1.461 -0.032 0.855
C: 2.739 -0.010 0.502
C: 0.571 -1.237 0.687
C: -0.132 -1.417 -0.642
C: 0.459 -1.435 -1.828
C: -0.389 -1.694 -3.077
H: 1.428 2.046 1.514
H: -0.104 1.363 0.872
H: 0.383 1.084 2.462
H: 3.381 0.857 0.609
H: 3.213 -0.801 -0.064
H: -0.065 -1.355 1.565
H: 1.194 -2.126 0.847
H: -1.201 -1.528 -0.523
H: 1.472 -1.100 -1.959
H: 0.173 -1.512 -3.992
H: -1.224 -1.024 -2.993
H: -0.689 -2.708 -3.128
H: -3.714 4.034 2.323
H: -5.203 3.692 2.599
O: -4.537 3.737 1.926

Cartesian forces, eV/Å:
C 0.048 0.447 0.738
C -0.134 0.174 0.485
C 0.348 0.130 -0.612
C 1.116 -0.946 0.306
C 0.247 0.389 0.863
C -1.278 0.220 -0.469
C 1.487 0.929 0.526
H -0.010 -0.016 -0.464
H -0.335 0.444 -0.561
H 0.252 -0.713 -0.005
H -0.284 0.163 0.178
H -0.121 -0.407 0.283
H -0.625 0.539 -0.273
H 0.262 0.041 -0.346
H -0.197 -0.372 -0.442
H 0.489 -0.336 0.145
H -0.076 0.277 0.005
H -0.617 0.077 -0.438
H -0.574 -1.039 0.082
H -0.193 -0.006 0.209
H -0.292 0.055 0.668
O 0.487 -0.051 -0.877

Output
**E_LUMO**: 0.80 eV
**2S+1**: 1
**E_HOMO**: -9.080 eV
**Gap between HOMO and LUMO**: 9.9 eV
**Structure (SMILES)**: C=C(C)C/C=C/C.O
**E_tot**: -9531.8934 eV

***

A cluster of 2 separate species, C4H10N3S in total in a non-equilibrium geometry. Source: OMol25; level of theory: ωB97M-V/def2-TZVPD.

Positions of all 18 atoms, in Å:
C: -0.941 -0.715 0.067
C: -0.116 -1.805 0.745
C: 1.095 0.369 0.592
C: -0.840 1.801 -0.100
N: 3.310 -1.046 -0.316
N: 2.645 -0.489 -1.061
N: -0.149 0.485 -0.247
S: 1.023 -0.919 1.803
H: -1.361 -0.958 -0.829
H: -1.512 -0.451 0.965
H: -0.682 -2.590 1.347
H: 0.276 -2.385 -0.150
H: 1.598 1.313 1.010
H: -0.222 2.690 -0.141
H: -1.490 1.878 -0.877
H: -1.452 1.581 0.737
H: 4.217 -1.477 -0.327
H: 0.329 0.438 -1.088

Cartesian forces, eV/Å:
C 0.149 0.528 3.641
C 0.250 -2.273 -2.054
C 1.122 0.791 2.307
C 0.585 -1.226 0.904
N -0.600 -0.233 1.967
N -0.467 0.617 -0.575
N 2.415 0.923 3.016
S 0.166 0.793 -1.352
H -2.056 -1.164 -1.861
H -1.172 0.600 -1.072
H 0.271 1.480 -0.779
H 0.678 0.352 1.482
H -1.040 -1.259 -1.141
H 0.485 -0.337 0.614
H -1.959 0.202 -2.499
H -0.296 1.012 1.286
H 1.081 -0.427 -0.983
H 0.389 -0.380 -2.901

Output
**E_LUMO (alpha / beta)**: -3.93 / -3.09 eV
**2S+1**: 1
**E_HOMO (alpha / beta)**: -11.691 / -11.846 eV
**Gap between HOMO and LUMO (alpha / beta)**: 7.8 / 8.8 eV
**E_tot**: -19604.1726 eV
**Total charge**: +1

***

What did the third record say?
A cluster of 2 separate species, C7H14O in total in a non-equilibrium geometry. Source: OMol25; level of theory: ωB97M-V/def2-TZVPD.

Positions of all 22 atoms, in Å:
C: 0.785 1.167 1.444
C: 1.461 -0.032 0.855
C: 2.739 -0.010 0.502
C: 0.571 -1.237 0.687
C: -0.132 -1.417 -0.642
C: 0.459 -1.435 -1.828
C: -0.389 -1.694 -3.077
H: 1.428 2.046 1.514
H: -0.104 1.363 0.872
H: 0.383 1.084 2.462
H: 3.381 0.857 0.609
H: 3.213 -0.801 -0.064
H: -0.065 -1.355 1.565
H: 1.194 -2.126 0.847
H: -1.201 -1.528 -0.523
H: 1.472 -1.100 -1.959
H: 0.173 -1.512 -3.992
H: -1.224 -1.024 -2.993
H: -0.689 -2.708 -3.128
H: -3.714 4.034 2.323
H: -5.203 3.692 2.599
O: -4.537 3.737 1.926

Cartesian forces, eV/Å:
C 0.048 0.447 0.738
C -0.134 0.174 0.485
C 0.348 0.130 -0.612
C 1.116 -0.946 0.306
C 0.247 0.389 0.863
C -1.278 0.220 -0.469
C 1.487 0.929 0.526
H -0.010 -0.016 -0.464
H -0.335 0.444 -0.561
H 0.252 -0.713 -0.005
H -0.284 0.163 0.178
H -0.121 -0.407 0.283
H -0.625 0.539 -0.273
H 0.262 0.041 -0.346
H -0.197 -0.372 -0.442
H 0.489 -0.336 0.145
H -0.076 0.277 0.005
H -0.617 0.077 -0.438
H -0.574 -1.039 0.082
H -0.193 -0.006 0.209
H -0.292 0.055 0.668
O 0.487 -0.051 -0.877

Output
**E_LUMO**: 0.80 eV
**2S+1**: 1
**E_HOMO**: -9.080 eV
**Gap between HOMO and LUMO**: 9.9 eV
**Structure (SMILES)**: C=C(C)C/C=C/C.O
**E_tot**: -9531.8934 eV